Here is 7 unconnected molecules or ions with the total composition C52H104BFN3O10S2 in a non-equilibrium geometry from the OMol25 dataset. Energies are from ωB97M-V/def2-TZVPD.

Geometry as XYZ:
```
173
Properties=species:S:1:pos:R:3
C -4.5035 -7.8765 7.0351
C -2.9734 -7.4707 7.2959
N -2.1696 -7.1198 6.0943
C -1.3727 -8.2496 5.5337
C -2.0733 -9.6915 5.5655
C -2.9054 -6.3572 5.0858
S -3.6267 -7.1650 3.7785
S -2.9427 -4.5312 5.3035
C -4.4461 -3.7953 4.5120
C -4.0910 -2.3490 3.8466
C -5.2371 -1.7628 2.8957
C -5.1322 -1.9571 1.3132
B -6.5175 -1.1388 0.8577
O -6.9700 -1.1096 -0.5466
N -7.4369 -0.4417 1.8167
C -8.8563 -0.3974 1.3009
C -6.9976 1.0174 1.7480
C -4.0942 -1.0301 0.4518
C -2.8445 -0.3416 1.1527
C -1.7543 -0.0526 -0.0145
O -0.8390 -0.8491 -0.3133
O -1.8714 1.1638 -0.7881
C -0.8605 2.0931 -0.3992
C -0.3030 3.2526 -1.3699
O -0.3171 2.0293 0.7416
C -3.9726 -1.8839 -0.8935
N -4.6191 -3.0417 -0.7219
C -5.2202 -3.4381 0.6241
C -6.7400 -3.9981 0.6248
C -6.8685 -5.6143 0.4901
C -6.7878 -6.3477 -0.9078
C -6.9081 -7.8781 -1.0885
C -7.1368 -8.8303 0.1722
C -7.2510 -8.1048 1.5379
C -7.1261 -6.5408 1.7182
C -7.2911 -6.0018 3.2116
C -4.1604 -4.5846 0.9965
C -2.6849 -4.1158 1.3864
F -3.8990 -5.4923 -0.1366
H -4.8195 -8.5517 7.9222
H -4.5959 -8.5612 6.1077
H -5.2369 -7.0058 6.9771
H -2.9972 -6.5419 7.9893
H -2.4965 -8.3015 7.9234
H -0.9881 -7.9807 4.4776
H -0.4131 -8.3232 6.1801
H -2.1259 -10.1466 6.6166
H -3.0802 -9.7182 5.0102
H -1.3824 -10.4001 4.9618
H -5.0301 -4.4798 3.8140
H -5.1726 -3.5381 5.3773
H -4.0673 -1.6443 4.7695
H -3.0257 -2.3032 3.4360
H -6.2326 -2.2260 3.2601
H -5.2060 -0.6208 3.0864
H -6.7087 -0.2598 -0.9659
H -8.9765 0.2508 0.3581
H -9.3302 -1.4258 1.1730
H -9.4667 0.1473 2.1216
H -5.9598 1.1921 2.1894
H -6.9071 1.2474 0.6104
H -7.7963 1.7324 2.1405
H -4.6881 -0.1036 0.0708
H -3.1338 0.6960 1.5674
H -2.2981 -0.9451 1.9453
H 0.8443 3.2721 -1.4165
H -0.6266 4.3044 -1.0151
H -0.6822 3.1523 -2.4409
H -3.4871 -1.5984 -1.8884
H -4.5937 -3.5987 -1.5969
H -7.3534 -3.6317 -0.2860
H -7.2883 -3.7941 1.6239
H -6.6191 -5.7270 -1.8494
H -6.8529 -8.3914 -2.1049
H -7.2132 -9.9745 0.0633
H -7.4532 -8.7747 2.4544
H -6.3342 -6.2024 3.8274
H -7.6776 -4.9334 3.3020
H -8.0981 -6.6715 3.7044
H -4.5066 -5.2955 1.8403
H -1.8650 -4.5543 0.6981
H -2.5004 -2.9990 1.4384
H -2.4366 -4.5395 2.4357
C -0.4153 -8.8057 -2.2777
C -1.2315 -10.0082 -1.8329
O -1.3680 -10.1111 -0.4220
C -2.0070 -9.0219 0.2308
C -3.4272 -8.7756 -0.2454
H 0.5828 -8.8347 -1.8299
H -0.3128 -8.7969 -3.3661
H -0.8800 -7.8642 -1.9791
H -0.7250 -10.9182 -2.1631
H -2.2166 -10.0131 -2.3099
H -1.3971 -8.1166 0.1373
H -2.0311 -9.2687 1.2965
H -3.4641 -8.5170 -1.3056
H -3.8819 -7.9557 0.3165
H -4.0363 -9.6735 -0.1067
C 5.3938 4.4824 -5.1603
C 4.1010 5.0274 -4.5768
O 3.1637 4.0155 -4.2270
C 3.5892 3.0712 -3.2541
C 3.9512 3.6995 -1.9189
H 5.1868 3.8749 -6.0467
H 6.0596 5.3022 -5.4432
H 5.9279 3.8500 -4.4486
H 3.6145 5.6556 -5.3267
H 4.2997 5.6731 -3.7157
H 4.4175 2.4723 -3.6464
H 2.7537 2.3802 -3.1042
H 4.7869 4.3958 -2.0069
H 4.2327 2.9267 -1.1993
H 3.1009 4.2587 -1.5172
C 11.1174 5.8819 -7.3653
C 9.8241 6.4265 -6.7816
O 8.8891 5.4130 -6.4311
C 9.3163 4.4687 -5.4573
C 9.6774 5.0967 -4.1221
H 10.9103 5.2735 -8.2511
H 11.7819 6.7022 -7.6491
H 11.6523 5.2508 -6.6536
H 9.3374 7.0536 -7.5324
H 10.0223 7.0732 -5.9211
H 10.1459 3.8712 -5.8495
H 8.4822 3.7768 -5.3076
H 10.5124 5.7944 -4.2109
H 9.9604 4.3240 -3.4029
H 8.8266 5.6544 -3.7199
C 10.0092 12.7829 -3.5270
C 8.8841 11.7948 -3.7863
O 9.0697 11.0191 -4.9632
C 10.2356 10.2075 -5.0051
C 10.3005 9.1811 -3.8871
H 10.1265 13.4603 -4.3787
H 9.7974 13.3750 -2.6328
H 10.9662 12.2809 -3.3748
H 7.9531 12.3501 -3.9237
H 8.7283 11.1408 -2.9225
H 11.1324 10.8357 -5.0160
H 10.2151 9.6835 -5.9655
H 10.3301 9.6503 -2.9019
H 11.1953 8.5618 -3.9913
H 9.4205 8.5315 -3.9138
C 15.6199 12.9814 -2.4200
C 14.3263 13.5260 -1.8371
O 13.3900 12.5143 -1.4890
C 13.8146 11.5689 -0.5158
C 14.1756 12.1945 0.8205
H 15.4135 12.3742 -3.3069
H 16.2852 13.8017 -2.7020
H 16.1536 12.3492 -1.7085
H 13.8401 14.1543 -2.5874
H 14.5241 14.1714 -0.9757
H 14.6436 10.9703 -0.9079
H 12.9789 10.8784 -0.3684
H 15.0120 12.8905 0.7341
H 14.4561 11.4201 1.5388
H 13.3255 12.7530 1.2225
C -10.9868 -4.5938 2.5078
C -10.4482 -3.6352 3.5576
O -11.1278 -2.3882 3.5883
C -12.5215 -2.4357 3.8723
C -12.8446 -3.0509 5.2228
H -10.9340 -4.1400 1.5130
H -10.4057 -5.5202 2.5034
H -12.0297 -4.8558 2.6919
H -9.4020 -3.4140 3.3270
H -10.4545 -4.0946 4.5510
H -13.0532 -2.9519 3.0662
H -12.8759 -1.4010 3.8614
H -12.5179 -4.0906 5.2879
H -13.9218 -3.0257 5.4033
H -12.3429 -2.4998 6.0231
```

As for the charge: +1. The HOMO energy is -0.3805 Ha. For the HOMO-LUMO gap, the calculation gives 0.231 Eh.